Record 1
Here is a structure of composition C4H8Ag3ClO from the OMol25 dataset. Energies are from the ωB97M-V functional and the def2-TZVPD basis.

```
17
Properties=species:S:1:pos:R:3:mulliken_charge:R:1
Ag 0.095 -3.538 -3.161 0.81
Ag -0.216 -1.200 -6.203 0.79
Ag 2.710 -1.321 -4.490 0.79
Cl 0.294 -0.908 -3.489 -0.36
C -0.711 -0.430 1.223 -0.60
C -0.273 0.451 2.387 -0.58
C -0.062 1.812 1.689 -0.42
O 0.062 1.573 0.289 -0.40
C 0.104 0.187 0.089 0.00
H -1.782 -0.303 1.056 0.28
H -0.508 -1.500 1.291 0.35
H 0.624 0.081 2.883 0.27
H -1.013 0.569 3.177 0.33
H 0.795 2.311 2.150 0.28
H -0.906 2.483 1.860 0.28
H 1.142 -0.180 0.119 0.27
H -0.353 -0.088 -0.870 -0.09
```

Calculated values
Total charge: +2
Lowest unoccupied orbital energy in eV: -10.405
2S+1: 1
Energy relative to the best compared isomer or geometry (same formula, charge and spin) in kcal per mole: 0.00
Highest occupied orbital energy in eV: -13.8426

=====

Record 2
Here is a structure of composition C54H34F15GeIN3O3PS5Tl from the OMol25 dataset. Energies are from the ωB97M-V functional and the def2-TZVPD basis.

```
118
Properties=species:S:1:pos:R:3:lowdin_spin:R:1
Tl 0.071 -0.626 -0.200 0.01
O 2.610 0.222 -0.066 0.00
N 3.171 1.239 -0.625 0.00
C 4.497 1.204 -0.822 0.00
C 5.183 2.257 -1.371 0.00
C 4.475 3.406 -1.721 0.00
C 3.114 3.427 -1.549 0.00
C 2.431 2.326 -1.017 0.00
S 0.747 2.319 -0.857 0.00
H 4.961 0.281 -0.507 0.00
H 6.247 2.177 -1.531 0.00
H 4.994 4.259 -2.137 0.00
H 2.527 4.285 -1.832 0.00
I 2.725 -2.841 0.893 0.00
C 4.310 -2.536 2.271 0.00
C 5.421 -3.324 2.070 0.00
C 6.481 -3.342 2.979 0.00
C 6.399 -2.611 4.129 0.00
C 5.286 -1.777 4.362 0.00
C 5.215 -1.042 5.562 0.00
C 4.148 -0.231 5.825 0.00
C 3.163 -0.067 4.852 0.00
C 3.198 -0.735 3.647 0.00
P 1.951 -0.152 2.398 0.00
C 0.493 -0.485 3.469 0.00
C 0.058 -1.810 3.445 0.00
C -1.092 -2.189 4.106 0.00
C -1.825 -1.247 4.809 0.00
C -1.378 0.062 4.871 0.00
C -0.227 0.449 4.205 0.00
C 2.276 1.640 2.570 0.00
C 3.566 2.139 2.740 0.00
C 3.800 3.502 2.693 0.00
C 2.758 4.384 2.456 0.00
C 1.484 3.892 2.230 0.00
C 1.251 2.531 2.265 0.01
C 4.231 -1.676 3.398 0.00
H 5.459 -3.963 1.199 0.00
H 7.340 -3.969 2.782 0.00
H 7.180 -2.657 4.879 0.00
H 6.024 -1.142 6.271 0.00
H 4.076 0.306 6.762 0.00
H 2.361 0.629 5.046 0.00
H 0.627 -2.548 2.898 0.00
H -1.426 -3.216 4.062 0.00
H -2.748 -1.527 5.296 0.00
H -1.943 0.805 5.416 0.00
H 0.084 1.485 4.243 0.00
H 4.395 1.460 2.899 0.00
H 4.805 3.878 2.841 0.00
H 2.949 5.448 2.417 0.00
H 0.667 4.561 2.005 0.00
H 0.267 2.152 2.034 0.01
C 0.433 -4.061 -1.993 0.00
O 0.597 -3.321 -0.803 0.00
H -0.141 -3.490 -2.730 0.00
H -0.062 -5.019 -1.806 0.00
H 1.428 -4.258 -2.396 0.00
C 0.314 -5.981 1.671 0.00
C -1.066 -5.522 1.321 0.00
C -2.152 -6.386 1.384 0.00
C -3.400 -5.843 1.070 0.00
N -3.553 -4.561 0.830 0.00
C -2.459 -3.784 0.800 0.00
S -2.663 -2.124 0.562 0.01
N -1.208 -4.253 0.981 0.00
C -4.626 -6.700 0.974 0.00
H 0.346 -7.063 1.762 0.00
H 0.602 -5.550 2.629 0.00
H 1.032 -5.645 0.929 0.00
H -2.023 -7.425 1.646 0.00
H -0.085 -3.586 -0.131 0.00
H -4.597 -7.485 1.726 0.00
H -4.660 -7.164 -0.012 0.00
H -5.513 -6.085 1.098 0.00
F -0.239 4.009 -3.694 0.00
C -1.128 3.775 -2.717 0.00
C -1.812 2.576 -2.681 0.00
C -2.808 2.452 -1.734 0.00
F -3.540 1.320 -1.733 0.00
C -3.150 3.470 -0.855 0.00
F -4.219 3.351 -0.054 0.00
C -2.410 4.645 -0.877 0.00
F -2.712 5.658 -0.052 0.00
C -1.404 4.801 -1.824 0.00
F -0.735 5.968 -1.902 0.00
Ge -1.675 0.996 -3.941 0.00
S -0.867 -0.866 -3.442 0.00
C -0.799 1.747 -5.633 0.00
C 0.540 2.100 -5.592 0.00
F 1.204 1.936 -4.447 0.00
C 1.209 2.600 -6.701 0.00
F 2.505 2.948 -6.641 0.00
C 0.528 2.740 -7.904 0.00
F 1.149 3.245 -8.986 0.00
C -0.794 2.332 -7.991 0.00
F -1.457 2.430 -9.159 0.00
C -1.423 1.826 -6.862 0.00
F -2.691 1.395 -7.010 0.00
C -3.633 1.281 -4.532 0.00
C -4.096 2.560 -4.778 0.00
F -3.229 3.592 -4.799 0.00
C -5.426 2.843 -5.052 0.00
F -5.828 4.107 -5.285 0.00
C -6.342 1.802 -5.098 0.00
F -7.637 2.048 -5.370 0.00
C -5.905 0.501 -4.894 0.00
F -6.785 -0.512 -4.986 0.00
C -4.562 0.262 -4.613 0.00
F -4.166 -1.001 -4.448 0.00
C -4.666 0.485 1.872 0.02
O -4.290 1.450 2.834 0.01
C -3.081 1.992 2.724 0.02
S -2.664 3.112 3.887 0.39
S -2.020 1.601 1.492 0.52
H -5.703 0.242 2.084 0.00
H -4.043 -0.406 1.955 0.00
H -4.571 0.875 0.858 0.01
```

Calculated values
Total charge: -2
Lowest unoccupied orbital energy (spin up / spin down) in eV: 3.501 / 1.353
2S+1: 2
Energy relative to the best compared isomer or geometry (same formula, charge and spin) in kcal per mole: 26.66
Highest occupied orbital energy (spin up / spin down) in eV: -2.1672 / -2.1593
<S²>: 0.758

=====

Record 3
Here is the molecule C3H3NO2S from the OMol25 dataset. Energies are from the ωB97M-V functional and the def2-TZVPD basis.

```
10
Properties=species:S:1:pos:R:3:mulliken_charge:R:1
C -0.206 0.450 -1.181 0.24
C 0.277 -0.367 0.651 0.10
C 0.807 -0.677 -0.680 -0.06
N -0.487 0.863 0.089 -0.14
O -0.449 1.082 -2.185 -0.57
O -0.988 0.093 2.699 -0.52
S 0.037 -0.793 2.182 0.19
H 0.410 -1.686 -0.907 0.23
H 1.892 -0.480 -1.075 0.25
H -1.293 1.514 0.408 0.28
```

Calculated values
Lowest unoccupied orbital energy in eV: -0.193
2S+1: 1
Energy relative to the best compared isomer or geometry (same formula, charge and spin) in kcal per mole: 82.23
Highest occupied orbital energy in eV: -9.3122

=====

DFT total energy for every record listed, in sequence, given in eV: -30825.5489; -240698.9668; -19577.2105.